{
  "formula": "C48H107Ag2N7NiO18",
  "method": "ωB97M-V/def2-TZVPD",
  "species": ["Ag", "Ag", "Ni", "C", "C", "C", "O", "C", "C", "C", "O", "O", "O", "H", "H", "C", "O", "C", "C", "N", "C", "C", "O", "C", "H", "H", "H", "H", "H", "H", "H", "H", "H", "H", "H", "H", "H", "H", "H", "C", "O", "C", "C", "N", "C", "C", "O", "C", "H", "H", "H", "H", "H", "H", "H", "H", "H", "H", "H", "H", "H", "H", "H", "C", "O", "C", "C", "N", "C", "C", "O", "C", "H", "H", "H", "H", "H", "H", "H", "H", "H", "H", "H", "H", "H", "H", "H", "C", "O", "C", "C", "N", "C", "C", "O", "C", "H", "H", "H", "H", "H", "H", "H", "H", "H", "H", "H", "H", "H", "H", "H", "C", "O", "C", "C", "N", "C", "C", "O", "C", "H", "H", "H", "H", "H", "H", "H", "H", "H", "H", "H", "H", "H", "H", "H", "C", "O", "C", "C", "N", "C", "C", "O", "C", "H", "H", "H", "H", "H", "H", "H", "H", "H", "H", "H", "H", "H", "H", "H", "C", "O", "C", "C", "N", "C", "C", "O", "C", "H", "H", "H", "H", "H", "H", "H", "H", "H", "H", "H", "H", "H", "H", "H"],
  "positions_angstrom": [[-0.2081, -2.2039, -4.9834], [-2.5698, -1.4377, 2.8773], [-1.5177, 0.9365, -5.2388], [-1.4206, 1.0218, -0.7640], [-1.5230, 0.2599, 0.5062], [-0.8411, -1.1606, 0.4770], [-1.0354, -1.8664, 1.4889], [-0.0711, -1.6158, -0.6875], [-0.1349, -0.8676, -1.7714], [-0.8668, 0.5104, -1.8908], [-0.8443, 1.2809, -2.9617], [0.4455, -1.4801, -2.7622], [-2.0989, 0.6111, 1.5269], [-1.8961, 1.9915, -0.7591], [0.3325, -2.6144, -0.6076], [2.6197, 4.5742, -2.7388], [3.4734, 3.6967, -2.2071], [3.4716, 2.3989, -2.7214], [4.4926, 1.6638, -1.8459], [4.1431, 1.6702, -0.3582], [2.9790, 0.8628, 0.0947], [2.6284, 1.2355, 1.5495], [2.5453, 2.6632, 1.6972], [1.2698, 3.1016, 1.2725], [1.6167, 4.3004, -2.4116], [2.4373, 4.5289, -3.8125], [2.8313, 5.6333, -2.5913], [3.6524, 2.3140, -3.7930], [2.4759, 1.9564, -2.7497], [5.4788, 2.1232, -1.7789], [4.6125, 0.6127, -2.1084], [3.9385, 2.6056, -0.0369], [3.0767, -0.2203, 0.0213], [2.1387, 1.0755, -0.5661], [3.4496, 0.9005, 2.1832], [1.8460, 0.6136, 1.9846], [0.9402, 3.9213, 1.9109], [0.4644, 2.3684, 1.2293], [1.4243, 3.6375, 0.3359], [-5.7426, -0.0793, -3.0604], [-5.4721, 1.1704, -3.6356], [-4.1922, 1.6966, -3.1966], [-3.6467, 2.8184, -3.9968], [-3.1218, 2.3338, -5.2197], [-2.7116, 3.4588, -6.0222], [-1.3231, 3.9122, -5.5659], [-0.4080, 2.8182, -5.6994], [0.9349, 3.2565, -5.9157], [-5.4515, -0.0391, -2.0108], [-5.1475, -0.8993, -3.4622], [-6.8227, -0.2201, -3.1020], [-3.4001, 0.9559, -3.0871], [-4.3190, 1.9634, -2.1474], [-2.8706, 3.1137, -3.2907], [-4.3417, 3.6570, -4.0386], [-3.9188, 1.8375, -5.5919], [-3.3580, 4.3260, -5.8871], [-2.7624, 3.3158, -7.1016], [-1.2326, 4.1582, -4.5079], [-1.0743, 4.7925, -6.1586], [1.0464, 4.2392, -5.4575], [1.0888, 3.5857, -6.9433], [1.6784, 2.5317, -5.5839], [-3.0021, -4.1243, -3.2918], [-1.6108, -4.1317, -3.7722], [-1.3184, -5.3705, -4.5976], [0.0468, -5.3084, -5.2044], [0.0305, -4.1566, -6.1823], [1.2872, -4.1065, -6.9112], [2.5538, -3.6214, -6.1978], [2.1600, -2.6581, -5.2226], [3.2196, -1.8273, -4.8458], [-3.1374, -3.2370, -2.6732], [-3.0673, -5.0274, -2.6850], [-3.6624, -4.0200, -4.1528], [-2.1273, -5.3729, -5.3282], [-1.3668, -6.2009, -3.8932], [0.2004, -6.2735, -5.6872], [0.8274, -5.3576, -4.4453], [-0.5403, -4.3277, -6.9978], [1.0398, -3.4729, -7.7629], [1.3704, -5.1040, -7.3427], [3.3254, -3.1912, -6.8363], [3.1253, -4.3869, -5.6729], [2.7987, -1.2696, -4.0092], [3.4259, -1.1728, -5.6927], [4.0665, -2.4568, -4.5727], [10.0046, -3.6736, -3.1930], [8.8306, -3.9673, -2.3990], [9.0459, -4.1075, -0.9370], [7.8849, -4.8414, -0.2157], [6.6545, -4.1527, -0.2962], [5.6713, -5.0320, 0.2593], [4.2997, -4.4331, 0.0477], [4.1158, -4.5213, -1.3365], [3.0320, -3.7834, -1.9121], [10.3558, -2.6437, -3.1309], [9.8637, -3.9359, -4.2415], [10.8129, -4.3444, -2.9018], [9.1253, -3.1452, -0.4312], [9.9344, -4.7273, -0.8170], [8.1417, -4.8838, 0.8428], [7.7994, -5.8247, -0.6783], [6.4467, -3.9704, -1.2676], [5.8856, -5.0739, 1.3272], [5.6792, -6.0980, 0.0317], [4.2681, -3.4699, 0.5570], [3.5141, -5.0319, 0.5086], [3.4361, -2.7711, -1.9132], [2.1965, -4.0125, -1.2507], [2.9386, -4.4424, -2.7753], [-4.1213, -1.9115, -0.0901], [-4.2298, -1.3973, 1.2237], [-5.3481, -0.6568, 1.6296], [-5.2385, 0.0849, 2.9530], [-4.7743, -0.9614, 3.8470], [-4.5174, -0.5614, 5.3062], [-3.4126, 0.4875, 5.3719], [-2.4252, 0.2131, 4.4187], [-1.2684, 0.9781, 4.5715], [-3.6531, -1.1604, -0.7262], [-4.9655, -2.4059, -0.5707], [-3.4165, -2.7415, -0.1386], [-6.1572, -1.3841, 1.6970], [-5.6325, 0.0693, 0.8680], [-6.0324, 0.6683, 3.4193], [-4.4787, 0.8602, 2.8546], [-5.6629, -1.4333, 3.9363], [-4.2741, -1.3959, 5.9639], [-5.3894, -0.0559, 5.7210], [-2.8499, 0.5252, 6.3047], [-3.8109, 1.4528, 5.0594], [-1.5756, 2.0211, 4.4952], [-0.4421, 0.8013, 3.8830], [-1.0725, 1.1542, 5.6292], [-7.9644, 6.0892, 3.4712], [-6.7651, 5.3895, 3.0153], [-5.6928, 5.1783, 3.9439], [-4.6313, 4.2453, 3.1965], [-3.6690, 4.9217, 2.3603], [-2.6133, 4.1333, 1.7649], [-1.9861, 4.8469, 0.4973], [-0.7859, 5.6257, 0.7455], [-1.0411, 6.8097, 1.5236], [-8.2709, 5.5748, 4.3820], [-8.7674, 5.8752, 2.7658], [-7.7850, 7.1594, 3.5732], [-6.0046, 4.8153, 4.9233], [-5.3235, 6.1879, 4.1239], [-5.4380, 3.7282, 2.6770], [-4.1117, 3.6847, 3.9736], [-4.0337, 5.6596, 1.7750], [-3.0983, 3.2202, 1.4198], [-1.8964, 3.9341, 2.5615], [-2.6845, 5.4683, -0.0632], [-1.5987, 4.1689, -0.2632], [-1.2219, 7.6753, 0.8863], [-0.2444, 7.1262, 2.1968], [-2.0329, 6.9693, 1.9466], [2.8272, -0.7078, 10.2168], [2.2772, -1.0488, 8.9810], [1.0231, -0.3325, 8.7016], [0.1617, -1.0766, 7.7171], [0.5219, -0.9440, 6.3050], [1.9137, -1.3183, 6.0255], [2.0368, -1.4711, 4.4419], [1.6835, -2.7781, 4.1940], [1.2600, -3.0897, 2.7867], [2.1228, -0.7869, 11.0449], [3.1563, 0.3274, 10.3078], [3.6469, -1.3987, 10.4135], [1.2396, 0.6647, 8.3185], [0.4725, -0.1864, 9.6309], [-0.8619, -0.7937, 7.9625], [-0.0788, -2.1351, 7.8168], [-0.2246, -1.2211, 5.6837], [2.1482, -2.2603, 6.5213], [2.6408, -0.5824, 6.3688], [2.9954, -1.3630, 3.9343], [1.3810, -0.7099, 4.0192], [1.2368, -2.2817, 2.0555], [0.2949, -3.5548, 2.9878], [1.7648, -3.9329, 2.3152]],
  "spin_multiplicity": 5,
  "total_energy_ev": -147782.2282,
  "charge": 4,
  "gap_ev": [6.952, 2.675],
  "largest_force_ev_per_a": 7.10,
  "lumo_ev": [-7.8, -11.9]
}